Density functional theory data (ωB97M-V/def2-TZVPD) for a gas-phase ion, C3H4O2S (charge -2) in a non-equilibrium geometry.

```
10
Properties=species:S:1:pos:R:3:forces:R:3
O 0.87799 2.20203 -0.65867 -1.7791 -0.2276 -0.4544
C 1.19488 1.07540 -0.20077 1.2835 -0.0865 -0.7605
O 2.31138 0.91711 0.32541 1.4412 -0.7246 1.1288
C 0.36564 -0.27103 -0.31136 2.7537 1.4063 0.1375
C -0.90925 -0.10637 0.38718 -1.5247 -2.8412 -0.8745
S -1.76521 -1.74808 0.21402 -0.6072 -1.2250 0.8093
H 1.02283 -1.08229 0.10197 -0.7146 0.8740 0.4164
H 0.36102 -0.62306 -1.33897 -0.9478 0.4837 -0.4288
H -0.86940 0.21868 1.40540 0.2367 0.3006 0.5026
H -1.69381 0.31480 -0.17690 -0.1417 2.0404 -0.4764
```
Positions in Å, forces in eV/Å.

Properties
HOMO energy	0.92	eV
electronic energy	-18104.533	eV
structure (SMILES)	O=C([O-])CC[S-]
total charge	-2
energy relative to the best compared isomer or geometry (same formula, charge and spin)	22.9	kcal/mol
LUMO energy	6.319	eV